# 1
Below is a 11-piece molecular cluster, C29H85N5O11 overall in a non-equilibrium geometry, with properties calculated with ωB97M-V/def2-TZVPD.

Positions of all 130 atoms, in Å:
H: 5.376 2.152 2.562
H: -3.757 2.586 -5.341
H: 2.612 1.815 6.323
H: -4.220 -1.975 -0.398
H: 2.094 -0.127 5.532
H: 2.456 4.526 0.528
H: -1.189 0.119 2.350
C: 1.724 -4.379 -0.640
H: 3.590 1.493 -0.684
H: -0.627 1.641 -2.474
H: -3.115 0.384 0.931
H: 1.328 -2.505 3.435
H: 3.262 -3.639 2.256
H: 2.740 -5.855 -1.696
C: 2.627 3.436 0.442
C: -2.195 0.448 0.396
H: -0.259 -4.790 1.428
H: 2.151 3.101 -0.472
H: 5.345 0.437 3.113
H: 3.029 3.012 -5.863
H: -2.398 5.139 -3.792
H: 2.307 -3.457 -2.479
H: 3.613 -6.063 1.943
H: -0.917 1.210 5.196
C: -2.091 2.995 4.445
H: 4.115 1.387 5.603
H: 4.308 -1.104 1.491
H: 1.459 2.451 -6.455
H: -3.857 -1.921 -2.156
H: -3.027 5.170 -5.422
H: -1.905 3.450 -6.979
H: -0.116 2.540 1.298
H: -0.086 -1.456 -3.933
H: -4.509 2.060 -1.966
H: -5.318 0.809 4.691
H: -1.808 -4.475 0.536
C: 4.336 1.851 0.046
C: 0.329 -4.686 -1.155
H: 0.813 2.231 -2.619
H: 3.445 -3.202 -1.149
H: -2.448 1.426 -4.956
C: 2.388 -3.219 -1.394
H: -5.131 2.190 -3.594
H: 1.412 -0.111 -5.160
N: 4.332 -0.448 0.721
C: 2.334 2.171 -5.884
H: -0.842 -1.793 0.085
H: 2.843 1.352 -6.372
H: -2.874 2.923 5.225
H: -0.522 -1.290 -2.213
C: -1.706 3.457 -4.962
H: 2.140 2.932 1.288
C: -1.015 -5.196 0.747
H: -3.565 -3.398 -1.268
H: 3.527 -0.579 0.105
H: -2.066 1.467 0.058
C: -0.816 2.298 5.014
H: 3.391 1.066 1.786
H: -4.147 0.798 -3.153
H: 5.339 1.800 -0.413
H: -1.358 -0.380 -3.533
O: -0.719 3.254 1.631
H: 0.989 0.157 1.188
H: -0.519 2.746 5.951
O: 2.306 0.487 4.804
H: 1.596 -4.222 0.457
H: 0.075 1.160 -5.067
C: 3.050 1.530 5.374
H: -1.817 -2.077 1.564
H: -0.423 -2.938 3.435
H: 0.095 -1.230 3.670
C: 0.980 0.722 -4.604
N: 0.351 1.418 -2.290
O: -0.336 -5.650 -0.397
H: -1.122 3.360 -0.391
H: -0.363 3.696 -6.610
H: 5.220 -5.990 2.671
O: 5.084 -5.387 0.687
H: -5.565 -1.413 3.598
C: -2.145 4.895 -4.807
H: -0.232 4.816 0.220
H: 0.374 -5.080 -2.197
C: -2.821 2.415 -4.760
C: -1.072 -0.041 1.284
C: -0.986 4.063 0.466
H: -1.854 4.006 4.186
C: 5.400 1.112 2.241
O: -5.473 -3.115 -1.590
C: 4.175 -4.100 2.670
C: -0.398 -0.743 -3.170
N: 0.193 0.672 0.884
H: -1.895 2.553 2.571
H: -7.234 -0.904 4.067
O: -3.101 2.551 -3.399
H: -1.395 -6.080 1.214
N: 2.576 -5.568 -0.735
H: -0.936 3.200 -4.249
O: -2.585 2.399 3.241
H: 2.937 2.373 4.659
O: 4.002 3.163 0.412
H: -0.279 -3.764 -1.259
H: -0.049 2.406 4.261
H: 1.961 -2.248 -1.177
H: -4.153 1.471 2.974
H: 4.288 -5.421 0.112
H: -6.136 -2.385 -1.560
N: -1.184 3.230 -6.293
H: -1.943 4.569 0.594
C: -4.243 -2.541 -1.327
O: 1.972 1.813 -4.570
H: 1.592 -0.175 -2.808
C: -4.276 1.866 -3.014
H: -1.295 5.512 -5.065
H: 3.989 -4.292 3.749
O: -4.859 0.895 2.677
H: 0.241 0.654 -0.133
H: 2.192 -6.352 -0.233
C: 0.320 -2.149 3.167
C: -5.797 0.686 3.711
C: 4.313 0.906 1.232
O: 0.242 -2.012 1.751
C: 0.693 0.309 -3.184
H: -2.243 -0.151 -0.529
H: -6.639 -0.662 2.390
H: 6.398 0.921 1.792
C: -0.951 -1.509 1.144
C: 4.515 -5.441 2.030
C: -6.375 -0.679 3.479
H: 5.004 -3.383 2.570
H: -6.597 1.436 3.639

Properties
Relative energy (zero: lowest compared OMol25 entry of this formula, charge and spin) in kcal per mole: 14.7
Charge: 0
HOMO in eV: -8.94
Gap between HOMO and LUMO in eV: 9.43
Spin multiplicity: 1
Calculated total energy in eV: -61420.244
SMILES: COC[C@H](C)N.COC[C@H](C)N.COC[C@H](C)N.COC[C@H](C)N.COC[C@H](C)N.CCO.CCO.CCO.CO.CO.CO

Löwdin population analysis, charges in e, atoms 1 to 4: 0.08, 0.14, 0.07, 0.07

---

# 2
Below is a 2-piece molecular cluster, C9H14 overall in a non-equilibrium geometry, with properties calculated with ωB97M-V/def2-TZVPD.

Positions of all 23 atoms, in Å:
C: -0.591 0.403 1.260
H: 2.140 -2.879 1.071
H: -2.545 0.374 -2.749
C: 1.642 -1.849 0.834
C: -1.503 0.332 -1.094
H: -1.543 -1.400 0.307
H: -2.656 -1.231 -2.187
H: 3.130 -0.494 0.493
H: 1.575 -1.770 -0.335
C: -1.295 1.745 -1.232
H: -1.622 2.137 -2.131
H: 1.889 0.053 1.728
H: 3.233 -1.173 2.081
C: 2.558 -0.806 1.381
C: -1.983 -0.365 -2.290
C: -1.160 -0.277 0.130
C: -0.229 1.750 1.037
C: -0.523 2.393 -0.169
H: 0.640 2.310 1.638
H: -1.249 -0.619 -3.002
H: -0.124 3.426 -0.173
H: -0.350 -0.228 2.190
H: 0.568 -1.830 1.212

Properties
Relative energy (zero: lowest compared OMol25 entry of this formula, charge and spin) in kcal per mole: 51.3
Charge: 0
HOMO in eV: -9.05
Gap between HOMO and LUMO in eV: 10.02
Spin multiplicity: 1
Calculated total energy in eV: -9557.959
SMILES: Cc1ccccc1.CC

natural (NBO) population analysis, charges in e, atoms 1 to 4: -0.23, 0.20, 0.21, -0.60

---

# 3
Below is C2H4BrO3S as an isolated structure in a non-equilibrium geometry, with properties calculated with ωB97M-V/def2-TZVPD.

Positions of all 11 atoms, in Å:
Br: -2.097 -0.391 0.818
O: 1.186 -0.097 -1.750
O: -1.028 -1.000 -1.985
O: -0.712 1.351 -1.415
S: -0.206 0.039 -1.400
H: 0.142 -1.636 0.430
C: -0.271 -0.609 0.539
H: 0.408 1.227 0.471
H: 0.346 0.657 2.095
C: 0.623 0.443 1.136
H: 1.608 0.017 1.062

Properties
Relative energy (zero: lowest compared OMol25 entry of this formula, charge and spin) in kcal per mole: 0.0
Charge: -1
HOMO in eV: -4.64
Gap between HOMO and LUMO in eV: 8.03
Spin multiplicity: 1
Calculated total energy in eV: -89159.999

natural (NBO) population analysis, charges in e, atoms 1 to 4: 0.01, -1.04, -1.04, -1.01

---

# 4
Below is a 4-piece molecular cluster, C4H12O4 overall in a non-equilibrium geometry, with properties calculated with ωB97M-V/def2-TZVPD.

Positions of all 20 atoms, in Å:
O: 2.060 0.099 -1.660
H: -0.501 1.422 0.309
H: -0.697 0.443 2.362
C: -1.872 0.821 -1.230
O: -1.107 -0.344 2.060
H: -1.932 0.740 -3.227
H: 2.319 0.329 2.905
H: 0.779 -2.177 -0.781
H: -2.846 -0.271 1.101
C: -1.801 0.071 1.093
H: 1.851 0.007 -2.554
H: 1.981 -0.578 -0.999
C: -1.339 1.150 -2.417
H: -0.401 1.629 -2.492
O: 2.076 0.063 1.992
C: -1.378 0.882 0.070
H: 1.224 -1.688 0.597
H: -2.872 0.573 -1.262
H: 2.856 -0.168 1.583
O: 1.544 -2.043 -0.221

Properties
Relative energy (zero: lowest compared OMol25 entry of this formula, charge and spin) in kcal per mole: 78.5
Charge: 0
HOMO in eV: -7.87
Gap between HOMO and LUMO in eV: 8.25
Spin multiplicity: 1
Calculated total energy in eV: -12529.687
SMILES: C=C/C=C/O.O.O.O

natural (NBO) population analysis, charges in e, atoms 1 to 4: -1.01, 0.20, 0.49, -0.20

---

# 5
Below is C24H67N6O8V as an isolated structure in a non-equilibrium geometry, with properties calculated with ωB97M-V/def2-TZVPD.

Positions of all 106 atoms, in Å:
O: -2.958 -3.179 0.165
H: 0.287 -2.685 -3.127
H: -1.672 -4.682 -0.619
C: 3.039 0.146 1.803
H: -0.633 2.630 4.017
H: -2.398 -2.529 -1.683
C: 0.316 -2.200 3.010
H: 8.273 0.766 1.462
H: -2.734 2.843 3.002
H: 2.701 -0.683 2.434
H: 6.043 1.930 3.285
C: -3.553 -0.994 -0.629
C: -0.362 4.416 -3.254
C: -2.980 -0.042 4.923
H: 0.597 4.750 -3.661
H: 2.793 -0.273 0.816
H: 1.453 2.715 -2.467
H: -0.825 -4.062 4.309
C: 3.029 -4.650 -1.101
N: -2.969 0.191 -1.265
C: -0.295 2.065 3.144
H: -2.434 -5.012 0.919
C: -2.016 -4.214 0.310
C: -0.444 2.894 -3.118
H: -4.592 -1.542 -2.444
C: -2.963 3.285 0.977
V: -0.127 2.775 -0.010
H: -5.024 3.350 1.875
H: -2.494 -2.640 3.000
O: -0.761 0.834 -4.381
C: -2.385 2.402 2.064
N: 0.533 2.482 -2.093
H: -1.099 -3.827 0.766
H: 2.034 -3.270 -4.631
H: -1.715 0.609 -6.172
O: -0.400 0.719 0.005
O: -0.972 2.542 1.983
H: 0.622 1.460 -2.006
H: -1.194 4.826 -3.823
C: 2.000 -2.228 -4.314
C: 6.332 1.675 1.275
C: -2.092 -1.744 3.482
H: 7.248 -0.028 0.273
H: 0.383 -1.292 2.404
C: -2.535 -2.123 -0.674
H: -5.537 -0.516 -1.349
H: -2.872 0.043 -2.266
O: -3.069 -1.359 4.427
N: -2.415 2.877 -0.325
C: -4.508 3.206 0.926
H: -3.885 0.175 5.490
H: -3.824 -0.842 0.419
H: 0.609 -0.600 -1.831
H: 4.608 1.066 0.044
H: 2.778 -2.179 -1.560
C: 1.873 -2.751 -1.803
C: 4.843 1.436 1.050
H: -1.444 2.689 -2.726
H: -0.937 2.761 -5.181
H: -1.963 -1.131 2.573
H: -2.681 1.353 1.983
O: 2.142 -4.113 -2.042
N: 1.057 -0.661 -2.747
H: 0.375 -0.250 -3.396
H: 4.046 -4.270 -1.264
H: 6.651 2.376 0.498
H: -2.206 -0.035 5.703
C: -0.704 -2.029 4.116
H: -2.756 0.730 4.186
H: 1.202 -2.655 -0.938
N: 6.559 2.410 2.548
H: 0.048 0.402 -6.272
O: 1.334 2.533 0.493
H: -0.022 -3.039 2.391
C: -4.834 -1.348 -1.395
H: -1.587 -1.728 -0.289
H: -4.893 4.039 0.334
C: -0.837 0.206 -5.663
H: -1.688 -3.257 5.358
H: -2.009 0.271 -0.908
O: 4.386 0.427 1.953
H: 1.444 -1.660 -5.060
H: 6.935 -0.258 2.003
H: 3.109 -5.726 -1.264
H: -2.704 4.339 1.113
H: 0.767 2.293 3.101
H: 2.360 0.958 2.084
H: 2.733 -4.463 -0.062
H: 1.332 -2.537 3.221
C: 1.212 -2.106 -2.998
H: -5.329 -2.245 -1.025
H: -0.376 4.943 -2.293
H: -0.168 0.010 0.601
H: 2.988 -1.781 -4.219
C: -0.338 2.173 -4.479
H: 4.256 2.340 1.253
H: 0.701 2.186 -4.832
H: 6.042 3.280 2.432
H: -2.741 1.902 -0.481
H: -0.464 1.002 3.312
C: 7.250 0.464 1.248
N: -0.762 -3.256 4.929
H: -4.780 2.260 0.457
H: -0.447 -1.208 4.791
H: -2.978 3.314 -1.057
H: -0.942 -0.869 -5.543

Properties
Relative energy (zero: lowest compared OMol25 entry of this formula, charge and spin) in kcal per mole: 65.2
Charge: +1
HOMO (spin up / spin down) in eV: -11.09 / -11.09
Gap between HOMO and LUMO (spin up / spin down) in eV: 6.96 / 7.26
Spin multiplicity: 2
Calculated total energy in eV: -76975.150

Löwdin population analysis, charges in e, atoms 1 to 4: -0.18, 0.14, 0.09, -0.14

---

> charge of number 3 (C2H4BrO3S)?

-1

---

> Look up the calculated total energy of the first one.

-61420.244 eV

---

> Which of these has the lowest calculated total energy?

C2H4BrO3S